(P)
C6H14NO | wB97M-V/def2-TZVPD

Last column: natural (NBO) charge in e.
Cartesian coordinates (Å):
C 0.94709 0.64518 -0.00048  0.680
C 3.17135 -0.60965 0.20152  -0.613
C -1.45264 -0.78533 1.20783  -0.721
C -1.88249 -0.44504 -1.24965  -0.688
C 1.99576 -0.21577 -0.73648  -0.521
C -1.33964 0.02179 -0.00125  0.151
N -1.61943 1.56875 0.24903  -0.751
O 1.00701 1.66893 0.61561  -0.538
H 3.91889 -0.98886 -0.43032  0.235
H 2.98417 -1.35715 0.89868  0.221
H 3.69284 0.06031 0.83912  0.243
H -1.86199 -1.74278 1.07066  0.254
H -1.85690 -0.31542 2.07629  0.238
H -0.49714 -1.05899 1.59995  0.251
H -2.87548 0.00676 -1.37773  0.222
H -1.27170 -0.15433 -2.05085  0.238
H -2.05970 -1.48439 -1.21664  0.251
H 2.42116 0.52679 -1.35765  0.260
H 1.55844 -0.98211 -1.33481  0.251
H -0.80806 1.85363 0.74398  0.450
H -2.54108 1.46459 0.71176  0.440
H -1.63045 2.32309 -0.45857  0.448

## Properties
multiplicity = 1
frontier orbital gap = 8.6992 eV
total charge = +1
lowest unoccupied orbital energy = -3.5 eV



(Q)
C6H14NO | wB97M-V/def2-TZVPD

Last column: natural (NBO) charge in e.
Cartesian coordinates (Å):
C -0.52821 -0.40408 -1.91132  -0.221
C -0.52989 -1.62705 -1.03817  -0.466
C -0.14632 -1.44264 0.40412  -0.214
C 0.62215 -0.46425 0.85735  -0.201
C 1.06965 -0.39043 2.25801  -0.252
C 2.34059 -0.21173 2.58435  -0.329
N -1.55261 0.59272 -1.41439  -0.697
H -0.75139 -0.68042 -2.94824  0.236
H 0.41446 0.11657 -2.01231  0.226
H -1.53005 -2.05210 -1.13485  0.220
H 0.10250 -2.38799 -1.51058  0.260
H -0.50822 -2.20151 1.09555  0.223
H 0.89830 0.30588 0.14409  0.195
H 0.33816 -0.64119 3.02470  0.219
H 3.13726 -0.01348 1.86961  0.198
H 2.66891 -0.21611 3.61599  0.214
H -1.93434 0.25599 -0.53257  0.446
H -2.28338 0.71716 -2.11039  0.436
H -1.15571 1.53365 -1.24471  0.475
H 0.32332 3.35253 -0.51320  0.503
H -0.74938 3.16191 0.59941  0.504
O -0.24581 2.69656 -0.08249  -0.975

## Properties
multiplicity = 1
frontier orbital gap = 9.0317 eV
total charge = +1
lowest unoccupied orbital energy = -3.2 eV



Energetically preferred structure: (Q) | next structure: +0.0964 hartree



(P)
C8H15N4 | wB97M-V/def2-TZVPD

Last column: natural (NBO) charge in e.
Cartesian coordinates (Å):
C 4.47365 -0.13656 0.09001  -0.234
C 3.30338 -0.60756 -0.34920  -0.311
C 2.11866 0.22227 -0.01473  0.528
N 2.13943 1.41650 0.67149  -0.753
N 0.96259 -0.41569 -0.22080  -0.505
C -0.38013 -0.05314 -0.10374  0.171
C -0.66622 1.37678 -0.56016  -0.651
C -1.24533 -1.10924 0.01185  0.104
C -0.94521 -2.49666 0.28079  -0.701
N -2.60672 -0.87110 -0.01691  -0.175
N -2.91512 0.33004 0.18637  -0.145
C -4.21341 0.93659 0.06397  -0.465
H 5.39540 -0.79488 -0.07202  0.233
H 4.69316 0.71990 0.67575  0.215
H 3.22710 -1.61498 -0.72500  0.255
H 2.83506 2.13350 0.40224  0.422
H 1.32487 1.92867 0.93770  0.427
H 0.96765 -1.42453 -0.27082  0.431
H -1.61683 1.25309 -0.90808  0.255
H 0.04655 1.70045 -1.47374  0.222
H -0.78426 2.01309 0.30818  0.237
H -0.48545 -2.72429 1.35723  0.248
H -0.43211 -3.10389 -0.50583  0.240
H -1.88988 -2.91444 0.25168  0.271
H -4.84478 0.35505 -0.61914  0.209
H -4.74672 0.77118 0.93909  0.245
H -4.11064 1.94686 -0.27193  0.226

## Properties
multiplicity = 1
frontier orbital gap = 7.2907 eV
total charge = +1
SMILES = C=C/C(N)=[NH+]/C(C)=C(C)/N=N/C
lowest unoccupied orbital energy = -4.6 eV



(Q)
C8H15N4 | wB97M-V/def2-TZVPD

Last column: natural (NBO) charge in e.
Cartesian coordinates (Å):
C -0.46836 -2.31055 -0.13502  0.146
C -1.23480 -1.07126 -0.04104  -0.216
C -0.73269 0.10814 -0.23900  0.482
C -2.72724 -1.09804 0.26402  -0.393
C -1.15720 1.46423 -0.35889  -0.557
C -3.22137 0.31022 0.59394  -0.410
C -2.71281 1.34655 -0.40548  -0.358
C 1.70998 -1.41682 -0.06910  0.177
N 0.79680 -2.40522 -0.10688  -0.366
N 1.50194 -0.25930 -0.60282  -0.130
N 4.75732 0.58709 0.56960  -1.067
N 2.30957 0.75997 -0.60376  -0.608
H -1.02916 -3.23174 -0.23296  0.215
H -3.23259 -1.49561 -0.62053  0.237
H -2.90845 -1.77794 1.09886  0.246
H -0.82022 2.06092 0.49273  0.255
H -0.80827 1.94421 -1.27514  0.273
H -4.31231 0.31403 0.59022  0.245
H -2.88806 0.58417 1.59652  0.215
H -3.12751 2.32775 -0.17783  0.245
H -3.01545 1.06504 -1.41400  0.219
H 2.68804 -1.71091 0.31400  0.190
H 4.81125 -0.18127 1.22969  0.383
H 5.49806 0.45846 -0.11236  0.390
H 2.09801 1.48558 -1.27727  0.382
H 4.95875 1.43926 1.08063  0.389
H 3.26676 0.70305 -0.15812  0.416

## Properties
multiplicity = 1
frontier orbital gap (alpha / beta) = 7.5546 / 7.5559 eV
total charge = +1
lowest unoccupied orbital energy (alpha / beta) = -4.6 / -4.6 eV



Energetically preferred structure: (Q) | next structure: +0.0240 hartree



(P)
C4H9O2 | wB97M-V/def2-TZVPD

Last column: natural (NBO) charge in e.
Cartesian coordinates (Å):
C 1.29361 -0.36187 0.67998  -0.658
C 0.31221 -1.04331 1.62698  -0.617
H 1.36712 -0.68830 -0.36030  0.202
H 0.91561 0.66345 0.60314  0.290
H 2.33003 -0.63029 0.97700  0.173
H -0.56999 -1.12690 1.00213  0.217
H 0.42242 -2.08832 1.96560  0.173
H 0.26249 -0.53106 2.58521  0.200
C -0.62803 0.36612 -1.72379  -0.770
C -1.28196 1.46927 -0.76645  0.788
O -0.43356 2.08995 -0.07544  -0.803
O -2.52411 1.48582 -0.85838  -0.779
H -1.28003 0.12606 -2.54645  0.195
H -0.52265 -0.55898 -1.16483  0.188
H 0.33685 0.82835 -1.94440  0.200

## Properties
multiplicity = 1
frontier orbital gap = 7.8520 eV
total charge = -1
lowest unoccupied orbital energy = 4.1 eV



(Q)
C4H9O2 | wB97M-V/def2-TZVPD

Last column: natural (NBO) charge in e.
Cartesian coordinates (Å):
C 1.41879 -0.04001 -1.48108  -0.719
C 1.28939 0.60860 -0.14321  0.726
O 2.35820 1.20726 0.14985  -0.788
O 0.50950 0.06941 0.66778  -0.783
H 2.03504 -0.96246 -1.39053  0.204
H 2.00006 0.60517 -2.16026  0.198
H 0.43168 -0.32060 -1.83672  0.177
C -2.33856 -0.09481 -0.01464  -0.628
C -2.50289 -1.30394 0.93650  -0.615
H -1.34767 -0.17365 -0.42272  0.266
H -3.04546 -0.11332 -0.88297  0.169
H -2.65642 0.73348 0.72807  0.201
H -2.92662 -2.15022 0.29430  0.179
H -3.18404 -1.15013 1.89267  0.179
H -1.44858 -1.70070 1.45170  0.235

## Properties
multiplicity = 1
frontier orbital gap = 7.7898 eV
total charge = -1
lowest unoccupied orbital energy = 4.1 eV



(R)
C4H9O2 | wB97M-V/def2-TZVPD

Last column: natural (NBO) charge in e.
Cartesian coordinates (Å):
C -1.48374 -0.24239 1.28597  -0.632
C -0.25045 0.41693 1.96076  -0.636
H -1.98758 -1.04109 1.82364  0.184
H -2.34857 0.35442 0.96930  0.198
H -1.15647 -0.53209 0.27688  0.227
H -0.50295 1.45907 2.16012  0.200
H 0.55923 0.48649 1.23394  0.269
H -0.00391 -0.12245 2.85969  0.184
C 1.01967 -0.76057 -1.76715  -0.743
C 0.90442 0.78799 -1.82281  0.758
O 0.36641 1.33832 -2.80094  -0.776
O 1.50522 1.33150 -0.85506  -0.811
H 1.14019 -1.16630 -0.76472  0.194
H 1.98501 -0.98100 -2.24851  0.201
H 0.25352 -1.32885 -2.31112  0.185

## Properties
multiplicity = 1
frontier orbital gap = 7.9571 eV
total charge = -1
lowest unoccupied orbital energy = 4.1 eV



Energetically preferred structure: (R) | next structure: +0.0155 hartree



(P)
C6H17NO | wB97M-V/def2-TZVPD

Last column: natural (NBO) charge in e.
Cartesian coordinates (Å):
C 0.82055 1.56838 2.02993  -0.617
C 0.13874 0.31526 1.45304  0.111
C 0.02487 -0.75871 2.54052  -0.608
C -1.25044 0.67997 0.92107  -0.611
N 0.90841 -0.24225 0.33724  -0.872
H 0.23574 1.98820 2.84821  0.201
H 1.81123 1.32245 2.41337  0.202
H 0.92880 2.33089 1.25627  0.207
H 1.00627 -1.00871 2.93898  0.203
H -0.42115 -1.66326 2.13554  0.210
H -0.59304 -0.40660 3.36330  0.206
H -1.16728 1.38587 0.09494  0.210
H -1.75717 -0.21008 0.55278  0.208
H -1.85269 1.12839 1.70873  0.206
H 0.94532 0.37982 -0.47147  0.392
H 1.85206 -0.48608 0.61839  0.354
C -0.15166 0.16757 -3.60685  -0.242
O 0.40588 -0.08868 -2.35944  -0.603
C -0.13927 -1.52239 -1.73655  -0.253
H -1.21085 0.46713 -3.54755  0.156
H 0.41983 0.95172 -4.10970  0.193
H -0.11598 -0.73067 -4.24932  0.157
H 0.25540 -2.17945 -2.50955  0.173
H 0.11991 -1.99848 -0.79860  0.240
H -1.21346 -1.39029 -1.82328  0.177

## Properties
multiplicity = 1
frontier orbital gap = 9.5798 eV
SMILES = CC(C)(C)N.COC
lowest unoccupied orbital energy = 0.9 eV



(Q)
C6H17NO | wB97M-V/def2-TZVPD

Last column: natural (NBO) charge in e.
Cartesian coordinates (Å):
C 1.49447 -1.02389 -3.92730  -0.613
C 1.54327 -0.08393 -2.70748  -0.387
C 0.93551 -0.64411 -1.36762  -0.222
N 0.39682 0.43018 -0.56126  -0.608
C -0.04729 0.04834 0.77741  -0.045
C -0.87504 1.23360 1.32421  -0.611
C -0.91721 -1.20949 1.00243  -0.654
H 2.31423 -0.79200 -4.59769  0.212
H 1.58543 -2.06836 -3.62827  0.199
H 0.51128 -0.84712 -4.37428  0.205
H 2.54824 0.30246 -2.55701  0.199
H 0.86206 0.73654 -2.95684  0.189
H 1.83019 -1.07370 -0.89163  0.189
H 0.22752 -1.44099 -1.64476  0.162
H -0.50235 0.66178 -0.99399  0.337
H 0.83041 -0.05609 1.43253  0.178
H -1.91009 1.18996 0.95372  0.198
H -0.91992 1.17314 2.40455  0.207
H -0.42961 2.16930 0.98780  0.221
H -1.44362 -1.00197 1.93293  0.217
H -1.55586 -1.54548 0.17049  0.211
H -0.34878 -2.14556 0.99637  0.213
O -2.41366 1.97632 5.99434  -0.941
H -1.96893 2.70208 6.44184  0.471
H -1.74708 1.30902 5.78951  0.470

## Properties
multiplicity = 1
frontier orbital gap = 9.8860 eV
SMILES = CCCNC(C)C.O
lowest unoccupied orbital energy = 0.8 eV



(R)
C6H17NO | wB97M-V/def2-TZVPD

Last column: natural (NBO) charge in e.
Cartesian coordinates (Å):
C 1.47949 1.49346 1.32049  -0.455
N 0.23266 0.69553 1.44333  -0.663
C 0.24941 -0.63312 0.70905  -0.045
C -0.07513 -0.47685 -0.78916  -0.356
C -0.09013 -1.77625 -1.56934  -0.592
C -1.28993 0.39848 -0.89594  -0.462
C -0.83346 -1.32716 1.49639  -0.628
H 1.26748 2.51096 1.65312  0.194
H 1.73793 1.46901 0.24584  0.252
H 2.32217 1.05826 1.87736  0.167
H 0.02824 0.57039 2.41831  0.357
H 1.33414 -0.94538 0.88883  0.198
H 0.65282 0.17818 -1.32810  0.320
H 0.90673 -2.23920 -1.60828  0.222
H -0.72828 -2.49058 -1.02163  0.195
H -0.39926 -1.67471 -2.62264  0.217
H -1.44645 0.62047 -1.95604  0.220
H -1.04582 1.32902 -0.28341  0.115
H -2.25899 0.06762 -0.52925  0.235
H -1.82977 -0.89337 1.36571  0.209
H -1.03427 -2.36931 1.23814  0.213
H -0.67803 -1.24076 2.56995  0.209
H -0.34256 2.16317 -0.62121  0.385
H 0.49474 1.88611 -2.19622  0.414
O 1.34627 1.62606 -1.80531  -0.922

## Properties
multiplicity = 1
frontier orbital gap = 6.9229 eV
lowest unoccupied orbital energy = -1.9 eV



(S)
C6H17NO | wB97M-V/def2-TZVPD

Last column: natural (NBO) charge in e.
Cartesian coordinates (Å):
C -1.24227 0.44531 -0.43156  0.250
C -1.72673 0.25877 -1.88306  -0.632
C -1.68870 -0.75773 0.42454  -0.634
C -1.86410 1.73259 0.14271  -0.613
O 0.14892 0.61742 -0.38291  -0.721
H 1.04109 0.22578 1.00920  0.440
H -1.35714 -0.62445 1.45696  0.201
H -1.52668 1.88137 1.16997  0.206
H -1.35340 -0.67459 -2.30998  0.194
H -1.36164 1.08338 -2.49718  0.214
H -2.81781 0.23399 -1.94015  0.203
H -2.77511 -0.87334 0.42680  0.207
H -1.25322 -1.68322 0.03921  0.200
H -1.54197 2.59014 -0.44890  0.213
H -2.95653 1.68774 0.13514  0.201
C 1.38594 -0.88419 -0.95644  -0.202
C 3.06661 -0.18378 1.58221  -0.417
N 1.70393 -0.53618 1.23829  -0.800
H 1.28257 -1.23083 1.84095  0.365
H 3.18107 0.15335 2.61886  0.184
H 3.73479 -1.03674 1.42824  0.185
H 1.83733 -1.81363 -0.63053  0.178
H 0.60511 -1.10591 -1.66705  0.178
H 2.07874 -0.12887 -1.29429  0.200
H 3.39918 0.62359 0.92896  0.199

## Properties
multiplicity = 1
frontier orbital gap = 8.5611 eV
lowest unoccupied orbital energy = 0.4 eV



Energetically preferred structure: (Q) | next structure: +0.0359 hartree



(P)
C5H9N3O | wB97M-V/def2-TZVPD

Last column: natural (NBO) charge in e.
Cartesian coordinates (Å):
C -1.93601 0.49034 -0.55860  -0.658
C 0.58930 -1.88123 0.28462  0.539
C 0.60994 -0.37420 -0.65002  0.238
C -0.79451 0.06475 0.31038  0.018
N 2.10935 0.58497 0.86422  -0.650
N 0.29643 -0.61283 -1.97852  -0.859
C -0.79646 0.23265 1.62688  -0.442
N 1.74144 0.24482 -0.42356  -0.303
O 1.01399 -2.14776 1.32220  -0.474
H 1.48698 1.27009 1.28792  0.356
H 3.06030 0.92960 0.84163  0.369
H 0.88763 -1.28332 -2.44524  0.392
H 0.10917 0.20719 -2.53332  0.387
H -2.34551 -0.36384 -1.09831  0.234
H -1.62324 1.22673 -1.29696  0.213
H -2.73563 0.92095 0.04395  0.217
H 0.00799 -0.10435 2.26411  0.218
H -1.68115 0.59547 2.13862  0.205

## Properties
multiplicity = 1
frontier orbital gap (alpha / beta) = 8.4606 / 8.4611 eV
lowest unoccupied orbital energy (alpha / beta) = 0.3 / 0.3 eV



(Q)
C5H9N3O | wB97M-V/def2-TZVPD

Last column: natural (NBO) charge in e.
Cartesian coordinates (Å):
N 3.00942 -0.92619 -0.43154  -0.648
N 3.14868 0.42406 -0.17531  -0.284
C 2.10012 1.16103 0.05427  0.296
O 0.79578 0.79220 0.06809  -0.512
C 0.42563 -0.35163 0.67398  0.117
C -0.75683 -0.91218 0.50835  -0.307
C -1.63000 -0.15100 -0.45279  -0.126
C -2.56438 0.92028 0.01324  -0.246
N -3.09917 -0.26546 -0.55977  -0.576
H 2.15190 -1.13319 -0.85144  0.349
H 3.83075 -1.22380 -0.95728  0.374
H 2.25814 2.25134 0.31139  0.187
H 1.15077 -0.71684 1.48412  0.199
H -1.07887 -1.82746 1.12073  0.236
H -1.19826 0.03470 -1.43498  0.205
H -2.60286 0.97299 1.07471  0.191
H -2.53800 1.87238 -0.60777  0.201
H -3.40283 -0.92124 0.16199  0.345

## Properties
multiplicity = 1
frontier orbital gap = 9.6632 eV
SMILES = N/N=C\O/C=C\[C@@H]1CN1
lowest unoccupied orbital energy = 1.0 eV



Energetically preferred structure: (Q) | next structure: +0.0117 hartree



(P)
C5H9N3O | wB97M-V/def2-TZVPD

Last column: natural (NBO) charge in e.
Cartesian coordinates (Å):
C -2.00726 0.31418 -1.43256  -0.667
C 2.30776 0.15814 -0.00199  -0.646
C -0.12113 1.46962 0.05203  0.519
C -0.90407 0.40175 -0.43936  0.053
C 0.99971 0.18283 0.75308  0.232
N -0.71152 -1.83637 0.30248  -0.627
N -0.12428 -0.63254 -0.02122  -0.156
N 1.02465 0.13066 2.05673  -0.655
O -0.13931 2.64176 0.27377  -0.492
H -1.42154 -1.76132 1.02792  0.355
H 0.00097 -2.50476 0.56426  0.378
H 0.08169 0.04785 2.44424  0.320
H -1.83174 -0.47541 -2.16676  0.233
H -2.96296 0.11396 -0.93901  0.235
H -2.10613 1.27110 -1.94586  0.245
H 2.89041 1.02897 0.29738  0.238
H 2.14659 0.18696 -1.07928  0.215
H 2.87817 -0.73738 0.25416  0.220

## Properties
multiplicity = 1
frontier orbital gap (alpha / beta) = 6.7428 / 7.1906 eV
lowest unoccupied orbital energy (alpha / beta) = -0.8 / -0.7 eV



(Q)
C5H9N3O | wB97M-V/def2-TZVPD

Last column: natural (NBO) charge in e.
Cartesian coordinates (Å):
C -0.19849 -2.34029 -0.55509  -0.664
N -0.25750 1.37035 -1.37335  -0.606
C 1.09250 0.94296 0.76423  0.623
C -0.52780 1.27939 -0.00841  0.411
N 0.96238 0.89247 2.11413  -0.836
C -0.69076 0.01842 -1.24418  -0.094
C 0.25116 -0.95775 -0.89350  -0.132
N -1.42767 1.64794 0.84171  -0.765
O 2.09485 1.31826 0.18803  -0.643
H 0.74170 1.47294 -1.57360  0.405
H 0.01859 0.96749 2.47382  0.420
H 1.67714 1.32925 2.67855  0.397
H -2.32080 1.21104 0.61026  0.355
H -1.74451 -0.18697 -1.39760  0.226
H 1.28507 -0.84231 -1.20138  0.226
H 0.54279 -2.85106 0.06175  0.229
H -0.34321 -2.94113 -1.45992  0.230
H -1.15544 -2.33100 -0.02546  0.219

## Properties
multiplicity = 1
frontier orbital gap (alpha / beta) = 8.5224 / 8.5238 eV
lowest unoccupied orbital energy (alpha / beta) = 0.0 / 0.0 eV



Energetically preferred structure: (Q) | next structure: +0.0221 hartree